{
  "formula": "C10H103NNbO43",
  "method": "ωB97M-V/def2-TZVPD",
  "species": ["O", "C", "C", "C", "C", "C", "C", "C", "N", "C", "C", "C", "Nb", "H", "H", "H", "H", "H", "H", "H", "H", "H", "H", "H", "H", "H", "H", "H", "H", "H", "H", "H", "O", "H", "H", "O", "H", "H", "O", "H", "H", "O", "H", "H", "O", "H", "H", "O", "H", "H", "O", "H", "H", "O", "H", "H", "O", "H", "H", "O", "H", "H", "O", "H", "H", "O", "H", "H", "O", "H", "H", "O", "H", "H", "O", "H", "H", "O", "H", "H", "O", "H", "H", "O", "H", "H", "O", "H", "H", "O", "H", "H", "O", "H", "H", "O", "H", "H", "O", "H", "H", "O", "H", "H", "O", "H", "H", "O", "H", "H", "O", "H", "H", "O", "H", "H", "O", "H", "H", "O", "H", "H", "O", "H", "H", "O", "H", "H", "O", "H", "H", "O", "H", "H", "O", "H", "H", "O", "H", "H", "O", "H", "H", "O", "H", "H", "O", "H", "H", "O", "H", "H", "O", "H", "H", "O", "H", "H"],
  "coordinates": [[-0.33654, 3.03907, -1.41384], [-1.03605, 1.83330, -0.91527], [-2.69868, 1.69106, -0.86360], [-3.40027, 0.31178, -0.23973], [-2.52917, -0.96178, 0.32055], [-0.87797, -0.83872, 0.27770], [-0.19843, 0.53739, -0.32605], [1.44878, 0.61879, -0.29481], [1.92422, 0.57240, 1.14065], [1.06232, 1.39196, 2.07540], [1.85970, 1.76763, 3.49647], [3.36643, 2.36856, 3.25749], [3.25673, 4.33650, 2.11118], [0.25492, 3.44325, -0.70694], [-3.33214, 2.59872, -1.25087], [-4.57770, 0.29896, -0.21053], [-2.98736, -1.93483, 0.78196], [-0.16040, -1.69923, 0.68979], [1.84319, 1.63948, -0.76796], [1.94860, -0.25755, -0.92771], [1.86723, -0.42644, 1.43970], [0.07355, 0.82915, 2.43529], [0.67588, 2.39720, 1.56145], [1.12647, 2.49130, 4.07216], [1.85000, 0.75176, 4.12297], [4.00090, 1.52725, 2.70141], [3.81068, 2.59830, 4.33874], [1.54780, 4.51995, 2.73101], [3.92425, 5.25320, 3.52731], [4.89105, 3.96699, 1.42873], [2.54117, 3.39009, 0.71247], [3.05308, 5.83250, 1.10802], [-5.39659, -1.21563, 2.50001], [-4.93060, -0.79271, 1.76310], [-5.51856, -0.49964, 3.14147], [2.17374, -1.03227, -3.17134], [1.81694, -1.93290, -3.19585], [1.38693, -0.47062, -3.10456], [-6.71970, 0.32873, -0.86399], [-7.07650, -0.57190, -0.88850], [-7.50652, 0.89037, -0.79721], [3.96410, -0.31562, 5.08588], [4.30711, -0.73023, 4.27997], [4.65345, 0.31842, 5.33443], [1.86215, 4.89152, 5.59609], [1.33499, 4.35100, 6.20352], [1.77110, 5.79118, 5.94437], [4.71613, -1.79398, 7.51394], [5.02047, -1.05571, 8.06291], [4.66497, -1.41724, 6.62263], [-7.43990, -2.34155, -2.15154], [-7.41803, -3.06789, -1.51046], [-6.99638, -2.70535, -2.93252], [-5.46771, -3.10697, -4.62104], [-5.12470, -3.52158, -5.42694], [-4.77836, -2.47293, -4.37248], [-2.64737, -1.83249, -4.86846], [-1.85684, -2.15940, -5.32369], [-2.35373, -1.00800, -4.45256], [4.93781, -0.25735, -0.36228], [4.09583, -0.35841, 0.10664], [4.92099, -0.96151, -1.02776], [5.77209, 5.23095, -0.99557], [6.28495, 4.76781, -1.67491], [4.98127, 5.53478, -1.46597], [-8.12918, 0.47189, -3.21218], [-8.99307, 0.26010, -3.59673], [-7.82353, -0.37114, -2.84494], [5.20205, 7.17706, 4.66198], [5.22392, 6.45072, 5.30306], [5.64557, 6.81326, 3.88100], [1.18938, 2.65998, -4.33509], [1.09773, 2.93245, -3.40967], [1.34784, 3.49029, -4.80887], [-5.12368, -6.12165, -5.04937], [-5.65084, -6.66218, -4.44193], [-5.21473, -5.22199, -4.70109], [-9.00794, 2.67939, -0.51688], [-9.21084, 2.59441, -1.46062], [-9.49587, 3.47051, -0.24296], [-8.56304, -3.72114, 0.82096], [-7.87016, -3.14199, 1.17244], [-9.38770, -3.28135, 1.07690], [6.16783, 0.16660, 2.52960], [5.96492, 0.08163, 1.58585], [5.67989, 0.95773, 2.80352], [-1.99220, -5.49493, -5.02423], [-2.85609, -5.70671, -5.40878], [-1.68655, -6.33796, -4.65698], [6.61660, -0.71572, 9.89019], [6.46946, -0.75436, 10.84721], [6.81196, -1.63296, 9.64628], [6.02364, -0.12209, -3.70122], [5.35594, -0.63888, -4.17676], [5.52198, 0.31864, -2.99902], [-6.20540, -5.52542, -0.49899], [-6.35484, -6.41981, -0.15728], [-6.90777, -4.99813, -0.08958], [-8.19263, 3.35027, -4.63152], [-8.17076, 2.62392, -3.99044], [-7.74912, 2.98647, -5.41250], [4.37051, -2.67954, -1.62556], [3.50662, -2.89132, -2.01011], [4.67616, -3.52257, -1.25832], [5.38249, 6.01055, 7.53493], [5.90327, 5.56018, 8.21685], [4.98272, 6.75937, 8.00230], [3.95802, 4.04148, -5.29418], [3.97989, 3.31513, -4.65310], [4.40153, 3.67768, -6.07517], [-5.60738, 2.76858, -3.16432], [-6.13454, 2.22806, -2.55689], [-5.69843, 3.66825, -2.81604], [5.21064, 2.99279, -7.84510], [5.72350, 2.52965, -8.52445], [4.41982, 3.29662, -8.31550], [-4.08338, -7.62954, 0.99915], [-4.17503, -7.35707, 1.92457], [-3.92492, -6.79923, 0.52537], [2.35985, 3.25384, 8.27195], [2.70286, 2.83923, 7.46605], [3.04920, 3.88788, 8.52051], [-3.86478, -6.47789, -2.47604], [-4.01422, -7.37228, -2.13432], [-4.56715, -5.95060, -2.06662], [4.55932, -1.35398, -6.05955], [5.07218, -1.81712, -6.73890], [3.76850, -1.05015, -6.52995], [-0.41906, -3.98653, 0.77644], [-1.28295, -4.19832, 0.39189], [-0.11341, -4.82956, 1.14368], [-0.16156, -2.77736, -7.07879], [-0.13969, -3.50370, -6.43771], [0.28195, -3.14116, -7.85977], [8.14442, 1.89170, -6.91979], [7.61726, 1.35118, -6.31235], [8.05337, 2.79137, -6.57151], [1.38559, -0.30176, -6.03904], [0.85843, -0.84228, -5.43161], [1.29454, 0.59791, -5.69076], [-0.51517, -0.60240, 4.55777], [-0.08346, -0.13751, 5.29026], [-0.02435, -1.43494, 4.48734], [-0.44916, -6.17589, -1.81404], [0.06370, -6.63903, -2.49339], [-1.23998, -5.87206, -2.28444], [0.69382, 7.58007, 5.58462], [0.49091, 7.49509, 4.64088], [0.20588, 8.37119, 5.85854], [-0.13570, -6.13435, 3.23640], [0.38508, -6.58472, 3.91831], [-0.53547, -5.38553, 3.70377], [6.76037, 0.53650, 5.98366], [7.55090, 0.20960, 5.52842], [7.05401, 1.36100, 6.39956], [-8.04675, -1.68395, 3.98054], [-7.25622, -2.01086, 3.52531], [-7.75311, -0.85946, 4.39644]],
  "lowdin_charge": [-0.0992, -0.1299, 0.0176, -0.0701, -0.0735, -0.0097, -0.0796, -0.2204, -0.1025, -0.2833, -0.3117, -0.4679, 1.0429, 0.1007, 0.0782, 0.0425, 0.0678, 0.0856, 0.1052, 0.1030, 0.0995, 0.1020, 0.0747, 0.0829, 0.0680, 0.0136, 0.0399, -0.1589, -0.1574, -0.1712, -0.1712, -0.2217, -0.0652, 0.0048, 0.0499, -0.0531, 0.0454, 0.0369, -0.0677, 0.0156, 0.0179, -0.0730, 0.0498, 0.0125, -0.1262, 0.0191, 0.0023, -0.0883, 0.0058, -0.0155, -0.0428, 0.0299, 0.0335, -0.0522, 0.0452, 0.0360, -0.0475, 0.0173, 0.0540, -0.0657, 0.0147, -0.0101, -0.1181, 0.0255, 0.0258, -0.0582, 0.0594, 0.0049, -0.1307, -0.0172, 0.0107, -0.0609, 0.0238, 0.0368, -0.0661, 0.0436, -0.0019, -0.0542, 0.0317, 0.0478, -0.0503, 0.0409, 0.0603, -0.0819, 0.0061, -0.0021, -0.0629, 0.0149, 0.0294, -0.0639, 0.0393, 0.0429, -0.0728, -0.0064, 0.0250, -0.0532, 0.0473, 0.0083, -0.0776, -0.0152, 0.0444, -0.0429, 0.0374, 0.0620, -0.0525, 0.0398, 0.0490, -0.0677, 0.0388, -0.0096, -0.0652, 0.0062, 0.0455, -0.0616, 0.0470, 0.0508, -0.0658, 0.0453, 0.0198, -0.0680, 0.0364, 0.0311, -0.0526, 0.0510, 0.0141, -0.0537, 0.0440, 0.0272, -0.0738, 0.0346, 0.0196, -0.0560, 0.0327, 0.0481, -0.0715, 0.0363, 0.0396, -0.0655, 0.0106, 0.0190, -0.0723, 0.0368, 0.0353, -0.0627, 0.0341, 0.0092, -0.0613, 0.0570, 0.0398, -0.0619, 0.0432, 0.0428, -0.0477, 0.0550, 0.0515, -0.0715, 0.0021, 0.0368],
  "orbital_gap_ev": 5.5,
  "molar_mass_g_mol": 1018.80,
  "relative_energy_ev": 8.668,
  "lumo_ha": 0.0359,
  "charge": -1
}